[1]
Formula: C21H33Br27O24S6
Source: the Open Molecules 2025 dataset
Level of theory: ωB97M-V with the def2-TZVPD basis set

```
111
Properties=species:S:1:pos:R:3:forces:R:3
C -12.761932 -1.017381 20.326771 -0.8 0.0 -0.5
Br -14.416243 -1.998548 20.621100 0.4 0.0 0.1
Br -11.208985 -2.066969 20.561877 0.3 -0.4 0.0
Br -12.689210 0.560861 21.383346 -0.1 0.6 0.4
H -12.842573 -0.680305 19.298527 0.3 -0.1 0.1
C -13.973428 11.576473 24.438499 1.1 -0.4 -0.1
Br -13.276362 11.728900 26.208585 0.1 -0.1 0.5
Br -15.439208 12.656942 24.142243 -1.4 0.8 -0.2
Br -14.219977 9.766751 23.887313 -0.2 -0.5 0.2
H -13.198377 11.936344 23.802582 0.5 0.2 -0.4
C -16.384446 7.008517 17.949144 -0.5 -0.8 -0.5
Br -17.430706 7.277209 19.500357 -0.5 0.3 0.7
Br -15.138286 5.615722 18.205552 1.1 -0.4 0.1
Br -15.677554 8.611779 17.262779 0.3 0.5 -0.2
H -17.013779 6.527014 17.224151 -0.5 0.6 -0.3
C -17.351299 7.750768 24.738650 0.9 0.1 1.2
Br -17.727395 6.613786 23.299172 -0.1 -0.7 -0.4
Br -17.440153 6.871703 26.489837 -0.5 0.1 -0.3
Br -18.242282 9.397444 24.610601 -0.8 0.7 0.2
H -16.322281 8.049959 24.771067 0.5 -0.3 -0.6
C -8.988884 8.342640 16.742523 -0.5 0.6 0.6
Br -7.151424 7.944847 17.036614 0.1 -0.2 0.2
Br -10.193023 7.915280 18.238543 0.4 -0.2 -0.4
Br -9.617247 7.699095 15.087884 -0.3 -0.5 -0.5
H -9.078266 9.411034 16.670171 0.2 0.2 0.1
C -9.303728 7.591570 23.571425 1.4 -0.8 1.6
Br -10.580611 8.773167 24.301066 -0.5 0.4 0.2
Br -9.290464 7.597655 21.707844 -0.1 -0.3 -0.9
Br -9.453565 5.804185 24.448800 -0.1 0.6 -0.5
H -8.295557 7.876390 23.914649 -0.7 0.1 -0.3
C -9.690072 2.839589 20.069179 -0.6 -0.4 0.2
Br -9.248787 1.059978 19.529748 0.2 -0.3 0.1
Br -9.130435 4.081299 18.747053 0.3 0.5 0.0
Br -9.189140 3.217813 21.895655 0.3 0.2 -0.4
H -10.764215 2.895690 20.078571 -0.3 0.0 0.0
C -16.461143 1.989194 20.262207 0.5 -0.8 0.3
Br -17.345212 0.456719 21.021324 -0.4 0.0 0.0
Br -17.506093 3.568325 20.272969 -0.2 0.1 0.0
Br -15.748469 1.520541 18.526702 -0.1 0.2 0.0
H -15.623150 2.102366 20.936873 0.1 0.4 -0.2
C -15.577328 1.966183 24.878047 1.5 0.6 0.7
Br -17.414299 1.769800 25.010667 -1.3 -0.1 0.1
Br -15.061285 3.146968 23.433779 0.0 -0.4 -0.3
Br -14.687479 0.230187 24.976443 -0.1 0.4 -0.3
H -15.198821 2.559819 25.721294 -0.3 -0.6 -0.1
C -10.524538 0.890325 24.579457 1.4 -2.1 0.1
C -11.442239 2.021401 24.961397 -0.2 -0.1 -0.4
O -11.335666 2.160024 26.401536 0.3 -1.0 -0.7
S -10.226925 1.126494 26.945924 0.5 -0.6 0.6
O -10.851113 -0.046630 27.500932 0.3 1.0 -0.9
O -9.327657 1.880330 27.722095 0.5 0.5 1.0
O -9.419638 0.793598 25.585778 -2.6 0.9 0.2
H -9.972359 0.981432 23.656635 -0.3 0.3 -0.4
H -11.008350 -0.113963 24.618383 0.0 0.8 -0.2
H -12.447363 1.709287 24.631950 0.2 0.5 0.5
H -11.164516 2.968340 24.506876 0.0 0.1 0.1
C -12.351517 6.694512 28.157033 1.0 -1.3 0.1
C -13.835914 6.490584 28.256681 -1.5 -0.8 0.8
O -14.251473 5.598756 27.167973 1.9 1.1 -0.2
S -13.225830 5.894512 25.941194 0.0 -1.6 -0.6
O -13.812019 6.839628 25.047525 0.0 0.1 0.2
O -12.797380 4.628450 25.414147 -0.3 1.2 0.7
O -12.025421 6.607598 26.734779 -1.1 0.0 0.5
H -11.791438 5.882715 28.655095 -0.2 0.3 -0.2
H -12.018326 7.636321 28.579175 0.0 0.2 -0.3
H -14.368828 7.429787 28.191770 -0.2 0.2 -0.3
H -14.189136 5.967958 29.172962 0.6 0.4 -0.5
C -14.528780 6.925757 21.757821 1.1 -1.4 -0.4
C -13.350217 7.564122 20.973525 -0.1 0.8 -0.8
O -12.368624 6.519820 20.552187 -2.6 -0.4 1.2
S -13.032539 5.138043 21.075639 1.0 -2.7 -1.5
O -12.403513 4.750967 22.293465 -0.3 0.7 0.1
O -13.004532 4.133915 20.019393 0.0 1.4 0.9
O -14.563456 5.510553 21.272172 1.2 1.3 0.0
H -15.512047 7.323935 21.575932 0.0 0.4 -0.1
H -14.297133 6.795140 22.804723 -0.1 0.5 0.4
H -12.835776 8.307994 21.587616 0.1 -0.2 0.0
H -13.678065 8.047718 20.034610 0.0 -0.3 0.5
C -12.562721 13.072681 18.952811 -1.0 1.7 0.4
C -12.037167 11.851769 18.319647 0.8 -1.6 -0.3
O -12.375790 10.695548 19.171909 -1.2 1.7 0.7
S -13.509029 11.255713 20.237153 -1.4 -1.0 -1.4
O -12.824101 11.469982 21.457313 0.1 0.5 0.4
O -14.696822 10.440720 20.199230 1.4 0.8 0.0
O -13.882903 12.668385 19.476237 1.8 -1.4 0.6
H -12.741080 13.840683 18.190997 -0.1 -0.2 0.3
H -11.964533 13.525929 19.755659 -0.1 -0.4 -0.1
H -10.943016 11.880120 18.175676 -0.6 -0.2 0.0
H -12.586063 11.672670 17.402790 0.3 0.0 -0.4
C -20.987030 9.651502 21.301248 -1.0 1.1 0.9
C -22.403052 10.202133 21.040767 0.2 0.2 -1.4
O -22.957029 10.331260 22.314568 -0.6 0.3 0.7
S -22.620439 9.030286 23.112769 0.6 -1.4 -0.5
O -23.525625 7.973320 22.863124 -0.5 -0.1 -0.3
O -22.325276 9.416500 24.416580 0.3 0.5 2.0
O -21.259038 8.657067 22.335835 0.2 0.5 -0.8
H -20.358128 10.456506 21.765029 -0.3 -0.8 -0.6
H -20.580088 9.240483 20.387273 0.4 -0.5 0.2
H -23.041321 9.534237 20.454434 0.3 -0.2 -0.1
H -22.482290 11.184526 20.596952 0.5 0.2 -0.2
C -12.366422 4.294367 16.013978 -0.5 0.7 0.2
C -12.549523 3.219229 17.089846 -1.3 -0.8 -1.6
O -11.653448 2.195871 16.602471 0.4 -0.2 -0.4
S -11.578045 2.187641 14.989163 0.1 0.2 0.0
O -12.398545 1.165183 14.455215 -0.3 -0.2 0.1
O -10.230197 2.279309 14.548946 0.1 0.0 0.5
O -12.301013 3.588373 14.748572 -0.3 -0.2 0.8
H -11.416173 4.807764 16.134239 0.1 0.1 0.2
H -13.183795 5.035621 15.944084 0.4 -0.5 0.0
H -13.576836 2.782116 17.113508 0.5 0.4 -0.4
H -12.357070 3.442547 18.113012 0.8 0.5 0.4
```
Positions in Å, forces in eV/Å.

Results
Gap between HOMO and LUMO ... 9.420 eV
HOMO ... -9.93 eV
E_LUMO ... -0.019 Ha


[2]
Formula: C5H8NOS
Source: the Open Molecules 2025 dataset
Level of theory: ωB97M-V with the def2-TZVPD basis set

```
16
Properties=species:S:1:pos:R:3:forces:R:3
C 3.483447 -0.236393 -0.759347 -1.6 -0.5 -0.6
C 1.368054 0.599529 -0.075635 -3.3 1.5 2.0
C -0.342481 -1.179602 0.298736 -1.5 0.7 -1.3
C -1.088954 1.282852 0.017889 -0.9 -0.2 -1.0
C -0.120051 0.216666 -0.251420 1.7 -1.5 -2.6
N 2.308199 -0.146806 -0.623809 3.9 -0.1 -0.6
O 3.405061 1.647458 0.847058 1.5 0.4 0.3
S 1.965658 1.802456 1.000961 -0.8 -2.0 -2.0
H 4.420722 -0.568143 -1.262754 -0.7 0.5 0.9
H -0.380443 -1.265221 1.316328 -0.3 0.4 3.0
H 0.370967 -1.887852 0.059168 1.9 -1.2 -1.1
H -1.265402 -1.615608 -0.062854 -0.4 0.2 -0.2
H -1.126298 1.477316 1.043280 0.1 1.3 1.6
H -2.098970 0.876710 -0.190687 0.5 0.4 -0.3
H -0.800677 2.060085 -0.715658 -0.8 0.4 1.1
H -0.269018 0.131298 -1.370207 0.8 -0.4 0.8
```
Positions in Å, forces in eV/Å.

Results
Gap between HOMO and LUMO (spin up / spin down) ... 7.912 / 7.913 eV
Relative energy (zero: lowest compared OMol25 entry of this formula, charge and spin) ... 98.7 kcal/mol
HOMO (spin up / spin down) ... -14.29 / -14.29 eV
E_LUMO (spin up / spin down) ... -0.234 / -0.234 Ha
Charge ... +1